Here is C21H22N4O14V2 as an isolated structure from the Open Molecules 2025 dataset. Energies are from ωB97M-V/def2-TZVPD.

**E_LUMO**: -0.1308 Ha
**E_tot**: -3973.2851 a.u.
**HOMO level**: -9.4 eV
**Orbital gap**: 5.8 eV
**Maximum force**: 4.34 eV/Å

Last column: Löwdin charge in e.
Positions of all 63 atoms, in Å:
O1 2.8162 16.3035 -1.3734  -0.32
V1 2.0062 17.3804 -0.5233  1.08
O2 0.6023 16.7752 0.0988  -0.39
O3 -2.2987 20.4826 -2.1161  -0.28
V2 -1.5689 19.2133 -1.5510  1.15
O4 -2.6618 18.0798 -1.2999  -0.27
O5 0.6230 18.8355 -1.9312  -0.37
C1 1.6219 19.7749 -2.3350  -0.29
C2 2.7589 20.1497 -1.2789  -0.35
O6 3.2520 19.2672 -0.2944  -0.32
H1 1.2535 20.6855 -2.8076  0.11
H2 2.1839 19.3961 -3.1886  0.07
H3 2.4682 21.0833 -0.7971  0.08
H4 3.6121 20.6278 -1.7601  0.07
C3 4.5743 23.5747 -0.3182  0.05
N1 5.3733 22.8149 0.7316  -0.43
O7 5.0755 21.6925 1.0390  0.09
O8 6.1882 23.5062 1.2950  0.06
H5 3.9581 22.8889 -0.8997  0.07
H6 5.1860 24.1107 -1.0438  0.08
H7 3.9938 24.4226 0.0454  0.10
C4 2.7964 21.9577 -7.1363  -0.04
C5 2.5472 21.4982 -8.4324  -0.07
C6 1.8639 20.2899 -8.6545  0.01
C7 1.4614 19.4429 -7.5864  -0.11
C8 1.7872 19.8383 -6.2645  -0.02
C9 2.4277 21.0490 -6.0631  -0.08
N2 0.9082 18.0702 -7.8084  -0.33
O9 0.4145 17.8190 -8.8903  0.09
O10 1.0147 17.3033 -6.8289  0.05
H8 3.3681 22.8714 -7.0685  0.10
H9 2.8431 22.1117 -9.2705  0.11
H10 1.5604 19.9240 -9.6243  0.11
H11 1.6650 19.1168 -5.4702  0.10
H12 2.6421 21.3958 -5.0630  0.08
C10 6.4241 17.8017 -3.9280  -0.07
C11 5.3610 18.4723 -4.4802  -0.07
C12 5.6490 19.4153 -5.4276  -0.03
C13 6.9348 19.6032 -5.9000  -0.15
C14 7.9688 18.8580 -5.3842  -0.01
C15 7.7290 17.8771 -4.4478  -0.04
N3 7.1653 20.5683 -6.9958  -0.32
O11 8.2090 20.3280 -7.5985  0.08
O12 6.2780 21.3570 -7.2920  0.07
H13 6.3147 17.1367 -3.0841  0.11
H14 4.3144 18.3775 -4.2313  0.11
H15 4.8860 20.0519 -5.8508  0.09
H16 8.9506 19.0370 -5.7971  0.12
H17 8.5288 17.3237 -3.9783  0.11
C16 6.2626 21.2225 -2.3915  -0.04
C17 5.5316 22.0458 -3.2841  -0.08
C18 6.0239 23.3203 -3.5852  -0.02
C19 7.1385 23.8241 -2.9721  -0.16
C20 7.8303 23.0134 -2.1043  -0.03
C21 7.4708 21.7182 -1.8257  -0.04
N4 7.6339 25.1974 -3.2197  -0.34
O13 8.8460 25.4034 -3.1376  0.08
O14 6.7720 25.9921 -3.5354  0.09
H18 5.9138 20.2138 -2.2268  0.10
H19 4.5511 21.7483 -3.6254  0.09
H20 5.2825 23.8266 -4.1855  0.12
H21 8.7558 23.3100 -1.6333  0.13
H22 8.0978 21.1444 -1.1594  0.12



Here is the molecule C21H22N4O2S2 from the Open Molecules 2025 dataset. Energies are from ωB97M-V/def2-TZVPD.

**E_LUMO**: 0.0121 Ha
**ΔE to the lowest compared entry with this formula, charge and spin**: 7.2 kcal per mole
**E_tot**: -1979.3337 a.u.
**HOMO level**: -8.3 eV
**SMILES**: CC[C@@]1(C)Cc2c(sc3c2c(=O)n(C)c2nnc(SCc4ccccc4)n32)CO1
**Orbital gap**: 8.6 eV
**Maximum force**: 1.50 eV/Å

Last column: Löwdin charge in e.
Positions of all 51 atoms, in Å:
C1 3.8094 0.0275 -0.2967  -0.07
H1 3.2926 0.4942 0.5382  0.08
H2 3.0804 -0.4752 -0.9271  0.07
H3 4.4929 -0.7217 0.0958  0.08
C2 4.5867 1.0770 -1.0815  -0.17
H4 5.3815 1.4761 -0.4495  0.12
H5 5.0432 0.6206 -1.9608  0.12
C3 3.7233 2.2679 -1.5357  -0.51
C4 4.5730 3.2196 -2.3897  -0.02
H6 5.4617 3.5146 -1.8382  0.09
H7 4.8718 2.7329 -3.3138  0.09
H8 4.0071 4.1170 -2.6312  0.08
C5 2.5174 1.7774 -2.3803  -0.05
C6 1.3169 1.5505 -1.5319  -0.20
C7 1.0565 2.4544 -0.5503  -0.43
S1 -0.3707 2.0838 0.3677  1.12
C8 -0.6210 0.6918 -0.6194  -0.42
C9 0.3487 0.5092 -1.5867  -0.08
C10 0.3357 -0.6343 -2.4929  -0.36
O1 1.1795 -0.8581 -3.3377  0.08
N1 -0.7425 -1.4927 -2.3138  0.02
C11 -1.7017 -1.2864 -1.3742  -0.29
N2 -2.7533 -2.0117 -1.1250  0.09
N3 -3.4228 -1.4244 -0.1127  0.03
C12 -2.7781 -0.3539 0.2543  -0.61
N4 -1.6491 -0.1970 -0.5200  0.04
S2 -3.2189 0.7704 1.4919  0.96
C13 -4.5849 -0.1881 2.2644  -0.39
C14 -4.0433 -1.2527 3.1593  -0.31
C15 -3.9849 -2.5721 2.7276  -0.05
C16 -3.4599 -3.5500 3.5544  -0.08
C17 -2.9871 -3.2197 4.8131  -0.09
C18 -3.0374 -1.9046 5.2453  -0.09
C19 -3.5610 -0.9253 4.4217  -0.06
H9 -3.5937 0.1029 4.7541  0.11
H10 -2.6667 -1.6414 6.2251  0.10
H11 -2.5771 -3.9845 5.4562  0.10
H12 -3.4186 -4.5735 3.2123  0.10
H13 -4.3392 -2.8226 1.7394  0.10
H14 -5.1567 0.5582 2.8150  0.08
H15 -5.1682 -0.5976 1.4427  0.08
C20 -0.8790 -2.6696 -3.1470  0.00
H16 -0.0490 -2.6695 -3.8509  0.09
H17 -1.8309 -2.6366 -3.6755  0.10
H18 -0.8535 -3.5652 -2.5270  0.10
C21 2.0600 3.5248 -0.2935  -0.18
O2 3.3440 2.9493 -0.3338  -0.08
H19 1.9623 4.3280 -1.0436  0.14
H20 1.9566 3.9606 0.7019  0.13
H21 2.7770 0.8707 -2.9241  0.12
H22 2.2706 2.5492 -3.1159  0.14



Here is C21H22N4O4PdS as an isolated structure from the Open Molecules 2025 dataset. Energies are from ωB97M-V/def2-TZVPD.

**E_LUMO**: 0.1659 Ha
**ΔE to the lowest compared entry with this formula, charge and spin**: 21.8 kcal per mole
**E_tot**: -1859.5142 a.u.
**HOMO level**: -0.5 eV
**Orbital gap**: 5.0 eV
**Maximum force**: 2.16 eV/Å
**Charge**: -2

Last column: Löwdin charge in e.
Positions of all 53 atoms, in Å:
Pd1 -1.1814 0.1968 -0.3879  0.46
C1 -0.0101 2.1232 7.0110  -0.08
C2 0.3678 1.5011 5.6902  -0.30
C3 -0.6078 1.1216 4.7707  -0.05
C4 -0.2613 0.5500 3.5555  -0.05
C5 1.0767 0.3352 3.2454  -0.26
C6 2.0581 0.7263 4.1416  -0.06
C7 1.7028 1.3017 5.3567  -0.07
S1 1.4668 -0.3648 1.6334  0.48
O1 0.7250 -1.6174 1.6235  -0.37
O2 2.9190 -0.5327 1.6646  -0.38
N1 0.8879 0.5987 0.5916  -0.28
C8 1.5426 1.8713 0.3774  -0.22
C9 0.8979 2.6771 -0.7836  -0.71
O3 1.4888 3.7445 -1.0543  -0.10
O4 -0.1425 2.2196 -1.3212  -0.13
H1 -1.0794 2.3354 7.0502  0.06
H2 0.5239 3.0619 7.1760  0.07
H3 0.2275 1.4611 7.8483  0.07
H4 -1.6540 1.2970 5.0015  0.10
H5 -1.0111 0.2987 2.8133  0.10
H6 3.0943 0.5703 3.8703  0.10
H7 2.4786 1.6114 6.0514  0.10
H8 2.6087 1.7567 0.1537  0.10
H9 1.4799 2.5180 1.2664  0.10
N2 -1.9465 0.9367 -3.3964  0.14
C10 -1.2264 0.3263 -4.3526  -0.25
C11 -1.4967 0.4268 -5.7126  -0.07
C12 -0.6985 -0.2303 -6.6644  -0.14
C13 0.3795 -0.9911 -6.3029  -0.10
C14 0.6993 -1.1192 -4.9257  -0.18
C15 1.8232 -1.8356 -4.4553  -0.05
C16 2.0846 -1.8840 -3.1169  -0.06
C17 1.2060 -1.2393 -2.2195  -0.11
N3 0.1454 -0.5888 -2.6205  0.11
C18 -0.1045 -0.4956 -3.9455  -0.15
H10 -1.5823 0.9187 -2.4366  0.02
H11 -2.6039 1.6524 -3.6400  0.10
H12 -2.3256 1.0440 -6.0413  0.09
H13 -0.9454 -0.1131 -7.7148  0.08
H14 1.0044 -1.4788 -7.0427  0.09
H15 2.4743 -2.3220 -5.1753  0.10
H16 2.9519 -2.4021 -2.7268  0.09
H17 1.3771 -1.2605 -1.1479  0.08
C19 -1.7281 -3.1079 0.4326  -0.13
C20 -2.6551 -2.1680 1.1982  -0.28
C21 -2.8576 -0.8932 0.4967  -0.39
N4 -3.2096 0.0470 -0.1291  -0.04
H18 -1.6354 -4.0564 0.9700  0.06
H19 -0.7505 -2.6431 0.3319  0.03
H20 -2.1279 -3.3039 -0.5642  0.07
H21 -2.2226 -1.9346 2.1741  0.09
H22 -3.6280 -2.6469 1.3820  0.09